Record 1
Formula: CH7IN3
Source: the Open Molecules 2025 dataset
Level of theory: the ωB97M-V functional and the def2-TZVPD basis

XYZ file:
```
12
CH7IN3 (the ωB97M-V functional and the def2-TZVPD basis)
C -1.129 0.381 1.725
N 0.515 -1.075 -1.601
N -0.999 0.917 0.581
N 0.321 1.138 0.089
I 0.212 -0.467 3.101
H -2.175 0.212 2.154
H -0.037 -1.288 -0.826
H 0.082 -1.679 -2.355
H 0.437 -0.063 -1.905
H 1.567 -1.295 -1.489
H 0.891 1.258 0.977
H 0.315 1.962 -0.450
```

charge = +1
F_max = 4.4 eV/A
gap between HOMO and LUMO = 8.970 eV
multiplicity = 1
relative energy (zero: lowest compared OMol25 entry of this formula, charge and spin) = 65.6 kcal per mole


Record 2
Formula: C18H38BaNO23P4
Source: the Open Molecules 2025 dataset
Level of theory: the ωB97M-V functional and the def2-TZVPD basis

XYZ file:
```
85
C18H38BaNO23P4 (the ωB97M-V functional and the def2-TZVPD basis)
Ba 0.401 -1.274 0.016
C -0.660 3.195 1.661
C -0.127 1.942 1.243
C 1.443 1.880 0.984
O 1.934 0.825 0.515
C 2.204 3.033 1.250
C 1.653 4.227 1.710
C 0.165 4.284 1.931
O -0.375 5.355 2.306
O 2.437 5.200 1.862
O -0.768 0.924 0.926
H -1.717 3.300 1.866
H 3.266 3.050 1.039
N -0.921 -3.438 -2.167
O -1.068 -4.099 -3.211
O -0.091 -3.793 -1.292
O -1.569 -2.361 -2.046
C -1.020 -0.732 -4.793
O -0.349 0.517 -4.633
P -0.342 1.131 -3.152
O 0.131 0.270 -2.068
O -1.866 1.631 -2.995
C -2.269 2.339 -1.795
O 0.515 2.467 -3.351
C 0.140 3.529 -4.214
H -1.809 -0.601 -5.543
H -1.580 -1.076 -3.920
H -0.380 -1.536 -5.149
H -3.209 1.904 -1.464
H -2.498 3.358 -2.110
H -1.475 2.313 -1.051
H -0.676 3.197 -4.861
H 0.997 3.817 -4.821
H -0.189 4.392 -3.633
C 5.310 -2.696 -2.499
O 4.441 -1.893 -3.287
P 3.441 -0.864 -2.596
O 2.752 -1.351 -1.396
O 2.470 -0.525 -3.818
C 2.978 -0.200 -5.104
O 4.353 0.434 -2.481
C 3.757 1.666 -1.961
H 5.356 -2.378 -1.457
H 6.323 -2.615 -2.896
H 5.009 -3.741 -2.527
H 4.064 -0.110 -5.124
H 2.504 0.716 -5.450
H 2.733 -1.022 -5.781
H 3.659 2.330 -2.820
H 4.480 2.056 -1.254
H 2.783 1.479 -1.514
C -5.492 -2.611 -0.264
O -4.111 -2.725 0.024
P -3.405 -1.717 1.052
O -1.955 -1.948 1.140
O -3.844 -0.264 0.521
C -3.929 0.831 1.443
O -4.297 -1.910 2.365
C -4.086 -3.125 3.098
H -6.056 -3.407 0.223
H -5.646 -2.729 -1.337
H -5.902 -1.633 -0.011
H -3.218 1.582 1.097
H -3.610 0.613 2.463
H -4.957 1.192 1.452
H -4.513 -2.983 4.089
H -3.044 -3.424 3.203
H -4.644 -3.915 2.592
C 2.692 0.575 3.954
O 1.403 0.172 4.417
P 0.799 -1.274 4.079
O 0.778 -1.552 2.639
O 1.644 -2.313 4.947
C 1.815 -2.121 6.351
O -0.660 -1.289 4.749
C -1.592 -0.300 4.327
H 3.026 0.004 3.088
H 3.464 0.525 4.727
H 2.584 1.630 3.703
H 2.874 -2.052 6.603
H 1.419 -2.953 6.931
H 1.307 -1.197 6.631
H -2.607 -0.694 4.406
H -1.480 -0.035 3.270
H -1.500 0.588 4.954
```

charge = -1
F_max = 3.5 eV/A
gap between HOMO and LUMO = 6.035 eV
multiplicity = 1
relative energy (zero: lowest compared OMol25 entry of this formula, charge and spin) = 22.0 kcal per mole


Record 3
Formula: C5H6O2
Source: the Open Molecules 2025 dataset
Level of theory: the ωB97M-V functional and the def2-TZVPD basis

XYZ file:
```
13
C5H6O2 (the ωB97M-V functional and the def2-TZVPD basis)
C -1.759 -0.177 -0.334
C -0.557 0.117 0.572
C 0.461 1.012 0.007
C 1.639 0.444 -0.206
C 1.653 -0.989 0.171
O 2.607 -1.720 0.006
O 0.412 -1.282 0.690
H -1.989 -1.208 -0.092
H -2.679 0.414 -0.161
H -1.491 -0.081 -1.390
H -0.941 0.553 1.531
H 0.117 2.020 -0.182
H 2.524 0.892 -0.626
```

charge = 0
F_max = 2.2 eV/A
gap between HOMO and LUMO = 10.826 eV
multiplicity = 1
SMILES = C[C@@H]1C=CC(=O)O1
relative energy (zero: lowest compared OMol25 entry of this formula, charge and spin) = 25.6 kcal per mole